1.
Entry from the Open Molecules 2025 dataset: 4 unconnected molecules or ions with the total composition C4H13NOS in a non-equilibrium geometry (the ωB97M-V functional and the def2-TZVPD basis).

Properties
HOMO = -8.57 eV
Energy relative to the best compared isomer or geometry (same formula, charge and spin) = 8.356 eV
Frontier orbital gap = 3.80 eV
Lowest unoccupied orbital energy = -4.77 eV

Last column: natural (NBO) charge in e.
Cartesian coordinates (Å):
H: 1.014 1.149 -2.532  0.24
H: -1.133 0.956 2.334  0.22
H: 1.129 1.647 -0.988  0.22
N: 2.327 0.042 -1.164  -0.57
O: 1.649 -0.824 1.134  -0.90
C: -1.159 0.781 1.261  -0.67
C: -0.954 -1.648 1.732  -0.36
H: 2.057 -0.413 -0.215  0.41
H: 2.540 -0.697 -1.833  0.36
C: -1.529 -0.635 1.049  -0.16
H: -2.483 0.783 -3.033  0.11
S: -1.747 1.337 -2.067  -0.20
H: -0.203 0.986 0.793  0.23
H: 2.435 -0.938 1.693  0.44
H: -1.889 1.467 0.832  0.21
H: -0.135 -1.373 2.401  0.22
H: -2.082 -0.864 0.133  0.19
H: -1.084 -2.658 1.367  0.20
H: 0.124 0.211 -1.361  0.26
C: 1.125 0.690 -1.536  -0.46

---

2.
Entry from the Open Molecules 2025 dataset: 2 unconnected molecules or ions with the total composition C4H13NOS2 in a non-equilibrium geometry (the ωB97M-V functional and the def2-TZVPD basis).

Properties
HOMO = -7.98 eV
Energy relative to the best compared isomer or geometry (same formula, charge and spin) = 4.950 eV
Frontier orbital gap = 7.97 eV
Lowest unoccupied orbital energy = -0.02 eV
SMILES string = CCNCCSS.O

Last column: natural (NBO) charge in e.
Cartesian coordinates (Å):
H: 0.235 0.479 5.831  0.19
H: 0.903 -1.295 -0.190  0.22
H: -3.187 1.033 -1.044  0.22
C: -2.429 0.827 -1.707  -0.65
O: 5.415 0.251 -2.313  -0.92
H: -3.154 0.440 -2.360  0.21
S: 0.294 0.659 4.512  -0.26
H: -1.016 -0.479 -2.583  0.18
H: 0.307 0.991 1.174  0.22
H: 4.752 -0.249 -1.896  0.46
N: -1.223 -1.158 -0.487  -0.61
H: -0.327 0.453 -1.488  0.18
H: -1.115 0.402 1.737  0.24
H: -1.976 -1.039 0.129  0.34
S: 0.755 -0.457 3.006  0.13
C: -1.250 -0.017 -1.531  -0.22
C: -0.007 -1.219 0.458  -0.24
H: -2.122 1.655 -2.075  0.21
H: -0.253 -2.210 0.950  0.22
H: 5.498 0.988 -1.633  0.46
C: -0.100 -0.056 1.512  -0.61

---

3.
Entry from the Open Molecules 2025 dataset: 2 unconnected molecules or ions with the total composition C4H13NOSi in a non-equilibrium geometry (the ωB97M-V functional and the def2-TZVPD basis).

Properties
HOMO (alpha / beta) = -7.35 / -7.35 eV
Energy relative to the best compared isomer or geometry (same formula, charge and spin) = 4.450 eV
Frontier orbital gap (alpha / beta) = 6.75 / 6.75 eV
Lowest unoccupied orbital energy (alpha / beta) = -0.60 / -0.60 eV

Last column: natural (NBO) charge in e.
Cartesian coordinates (Å):
H: 0.441 -2.268 -0.247  0.26
Si: -1.027 -0.427 -0.825  1.96
H: -1.205 -3.017 -0.830  0.26
H: -3.011 0.994 -0.129  0.28
C: -0.618 -2.171 -0.229  -1.19
H: 0.325 1.290 -1.553  0.45
H: 1.753 2.059 2.553  0.13
H: 3.460 0.495 1.232  0.21
H: -0.809 -2.256 0.810  0.27
H: 1.512 0.307 2.621  0.10
H: 2.590 1.753 0.097  0.20
C: -2.973 -0.021 -0.707  -1.15
H: -3.658 -0.750 -0.269  0.25
O: 0.206 1.290 1.304  -0.82
H: 0.217 0.286 -2.995  0.43
H: 2.228 -0.120 0.310  0.18
H: -3.387 0.140 -1.760  0.25
C: 1.457 1.138 1.803  -0.04
N: -0.030 0.418 -2.011  -1.38
C: 2.528 0.861 0.825  -0.63

---

4.
Entry from the Open Molecules 2025 dataset: 2 unconnected molecules or ions with the total composition C4H13NS in a non-equilibrium geometry (the ωB97M-V functional and the def2-TZVPD basis).

Properties
HOMO = -8.55 eV
Energy relative to the best compared isomer or geometry (same formula, charge and spin) = 0.407 eV
Frontier orbital gap = 9.43 eV
Lowest unoccupied orbital energy = 0.88 eV
SMILES string = CCN.CSC

Last column: natural (NBO) charge in e.
Cartesian coordinates (Å):
H: 2.759 -3.023 -1.584  0.22
C: 0.200 -1.162 0.202  -0.74
C: -1.906 2.994 0.460  -0.21
H: -0.419 3.563 -0.885  0.36
H: 1.559 -1.757 -1.967  0.22
N: -1.423 3.531 -0.806  -0.85
C: -0.767 2.645 1.397  -0.62
H: -2.524 2.109 0.275  0.17
H: -1.796 3.055 -1.619  0.36
H: -0.108 1.922 0.925  0.20
H: -2.560 3.727 0.947  0.17
H: -0.709 -1.118 -0.381  0.21
H: 0.884 -0.348 0.014  0.21
H: -0.062 -1.116 1.264  0.23
C: 1.715 -2.748 -1.566  -0.73
S: 1.115 -2.726 0.158  0.16
H: -0.180 3.531 1.604  0.20
H: 1.136 -3.490 -2.105  0.22
H: -1.114 2.211 2.334  0.21

---

5.
Entry from the Open Molecules 2025 dataset: 2 unconnected molecules or ions with the total composition C4H13NS in a non-equilibrium geometry (the ωB97M-V functional and the def2-TZVPD basis).

Properties
HOMO = -8.65 eV
Energy relative to the best compared isomer or geometry (same formula, charge and spin) = 1.972 eV
Frontier orbital gap = 9.58 eV
Lowest unoccupied orbital energy = 0.92 eV
SMILES string = CCN.CSC

Last column: natural (NBO) charge in e.
Cartesian coordinates (Å):
H: -0.746 -0.630 -1.353  0.22
C: 0.226 -2.036 -2.767  -0.22
C: -0.553 2.380 3.950  -0.75
H: 0.706 -0.015 -2.340  0.20
H: -0.715 -2.648 -2.779  0.18
H: 0.700 -2.208 -3.842  0.17
H: -0.984 1.472 4.401  0.21
H: 1.665 -3.574 -2.032  0.37
H: -0.380 1.710 0.331  0.22
H: -0.948 0.429 1.681  0.23
C: -0.420 1.392 1.340  -0.72
H: 2.049 -1.968 -1.803  0.34
N: 1.216 -2.621 -1.815  -0.86
H: 0.588 1.996 3.914  0.22
S: -0.997 3.005 2.231  0.15
H: 0.693 1.086 1.528  0.21
C: -0.244 -0.656 -2.283  -0.62
H: -0.992 -0.280 -3.021  0.21
H: -0.865 3.164 4.660  0.23

---

6.
Entry from the Open Molecules 2025 dataset: 2 unconnected molecules or ions with the total composition C4H13NS2 (the ωB97M-V functional and the def2-TZVPD basis).

Properties
HOMO = -8.03 eV
Energy relative to the best compared isomer or geometry (same formula, charge and spin) = 0.463 eV
Frontier orbital gap = 8.65 eV
Lowest unoccupied orbital energy = 0.62 eV
SMILES string = CCSS.CCN

Last column: natural (NBO) charge in e.
Cartesian coordinates (Å):
S: -1.731 -1.719 -1.384  -0.16
H: 0.116 2.492 -0.424  0.21
H: 3.087 1.200 2.829  0.18
H: -1.738 -2.164 -2.650  0.14
S: -1.057 0.183 -1.879  0.08
H: 3.853 -1.508 2.306  0.35
C: 2.716 0.180 2.750  -0.22
C: 1.335 0.124 2.120  -0.63
H: -2.505 0.936 -0.125  0.21
H: 2.701 -0.188 3.780  0.17
H: 4.566 -0.099 1.939  0.36
H: -1.155 2.878 0.700  0.22
H: 0.662 0.949 2.366  0.20
N: 3.681 -0.590 1.933  -0.84
H: -0.971 0.410 0.511  0.22
H: 0.821 -0.803 2.378  0.20
C: -1.425 0.994 -0.290  -0.52
H: 1.457 0.167 1.037  0.22
C: -0.964 2.432 -0.273  -0.62
H: -1.453 3.009 -1.056  0.22

---

7.
Entry from the Open Molecules 2025 dataset: a molecular structure, C4H13O9PPd2 in a non-equilibrium geometry (the ωB97M-V functional and the def2-TZVPD basis).

Properties
HOMO (alpha / beta) = -13.04 / -13.60 eV
Charge = +1
Frontier orbital gap (alpha / beta) = 9.83 / 7.13 eV
Expectation value of S² = 8.766
Spin multiplicity = 6
Lowest unoccupied orbital energy (alpha / beta) = -3.22 / -6.47 eV

Last column: Mulliken spin population.
Cartesian coordinates (Å):
C: -0.567 -2.850 1.907  0.00
C: -0.942 0.363 -3.232  0.00
C: -1.015 -1.926 3.004  0.00
O: 0.831 -2.804 1.695  0.02
O: 0.351 -0.116 -0.473  0.25
C: -0.777 1.942 -3.166  0.00
O: 0.358 -0.289 -3.112  0.02
H: -1.770 2.376 -3.288  0.00
H: -2.028 -2.179 3.319  0.00
H: 0.460 -0.631 -2.221  -0.01
O: -0.306 2.432 -1.984  0.04
Pd: 1.313 -0.520 1.404  1.50
Pd: 1.507 1.427 -1.224  1.51
O: -0.878 -0.670 2.358  0.03
H: -1.160 -2.748 0.998  0.00
H: -0.391 -0.750 -0.467  0.01
H: -0.735 -3.920 2.026  0.00
O: 2.634 1.059 0.617  0.21
O: 3.122 2.959 2.310  0.90
P: 2.014 2.229 1.389  -0.02
H: -1.617 -0.020 -2.467  0.00
H: -0.428 -1.956 3.922  0.00
H: -0.243 2.473 -3.954  0.00
H: -1.289 0.063 -4.222  0.00
O: 1.451 2.972 0.120  0.28
H: -0.683 3.309 -1.884  0.00
H: 1.172 -3.687 1.532  0.00
O: 0.982 1.531 2.171  0.24
H: -1.367 -0.067 2.923  0.00

---

8.
Entry from the Open Molecules 2025 dataset: a single C4H13P3 molecule in a non-equilibrium geometry (the ωB97M-V functional and the def2-TZVPD basis).

Properties
HOMO = -8.32 eV
Energy relative to the best compared isomer or geometry (same formula, charge and spin) = 1.702 eV
Frontier orbital gap = 9.27 eV
Lowest unoccupied orbital energy = 0.95 eV
SMILES string = CC[C@@H](C)P(P)#[PH2]

Last column: natural (NBO) charge in e.
Cartesian coordinates (Å):
H: -1.709 -1.764 -0.334  0.21
H: 3.308 1.729 0.639  0.01
H: -0.733 1.613 -0.442  0.20
H: -2.024 0.856 -1.165  0.22
H: -0.218 -0.429 0.885  0.20
P: 2.536 -1.172 0.764  0.01
H: -0.786 -1.441 -1.858  0.21
C: -0.700 -1.626 -0.852  -0.62
C: -1.311 0.731 -0.346  -0.44
H: -2.853 0.059 1.216  0.20
C: -0.260 -0.335 -0.196  -0.36
P: 1.682 0.019 -0.832  0.19
H: 1.642 -2.208 0.453  -0.01
H: 2.191 2.465 -0.916  -0.03
H: -1.367 0.899 1.830  0.21
H: -2.716 1.747 0.842  0.21
C: -2.110 0.884 0.998  -0.60
H: -0.040 -2.504 -0.695  0.21
H: 3.579 -1.370 -0.191  0.00
P: 1.890 1.846 0.200  0.00

---

9.
Entry from the Open Molecules 2025 dataset: 2 unconnected molecules or ions with the total composition C4H13PSi in a non-equilibrium geometry (the ωB97M-V functional and the def2-TZVPD basis).

Properties
HOMO = -8.28 eV
Energy relative to the best compared isomer or geometry (same formula, charge and spin) = 1.574 eV
Frontier orbital gap = 8.53 eV
Lowest unoccupied orbital energy = 0.25 eV
SMILES string = [H]/P=[Si](\C)CC.C

Last column: natural (NBO) charge in e.
Cartesian coordinates (Å):
C: -0.128 1.279 0.472  -0.63
H: 0.027 1.854 1.423  0.22
C: 2.953 0.638 1.928  -0.85
H: 0.619 -3.127 -1.322  0.02
H: 3.973 0.354 2.196  0.21
H: 2.801 1.566 2.341  0.20
C: -2.314 -0.970 -2.368  -1.18
H: 2.164 -0.055 2.284  0.22
H: -2.302 -1.889 -3.027  0.26
P: 0.482 -2.137 -0.231  -0.41
Si: -1.178 -1.113 -0.887  1.16
H: -1.737 -0.049 1.245  0.23
H: -1.999 -0.061 -2.919  0.26
H: -2.157 1.181 0.007  0.22
C: -1.431 0.443 0.325  -0.85
H: 0.067 1.676 -0.517  0.21
H: 0.741 0.560 0.564  0.22
H: 2.880 0.822 0.782  0.21
H: -3.461 -0.975 -2.295  0.27

---

10.
Entry from the Open Molecules 2025 dataset: a gas-phase ion, C4H14IO6P4 (charge +1) (the ωB97M-V functional and the def2-TZVPD basis).

Properties
HOMO = -12.36 eV
Charge = +1
Frontier orbital gap = 8.83 eV
Lowest unoccupied orbital energy = -3.54 eV

Last column: natural (NBO) charge in e.
Cartesian coordinates (Å):
C: -1.536 1.367 0.080  -1.17
O: 2.375 -0.612 -1.228  -1.02
H: 1.440 1.186 0.347  0.22
H: -1.486 1.916 1.021  0.29
H: -1.952 -1.116 0.746  0.06
O: 1.698 -2.907 -0.603  -0.98
O: -3.300 -0.130 -1.187  -1.10
O: -3.419 2.435 -1.641  -0.96
C: 0.384 -0.361 1.503  -0.74
C: 2.882 0.092 1.516  -0.53
H: 3.063 -0.350 -1.859  0.55
H: -3.049 2.282 -2.522  0.53
O: 1.783 -2.275 -3.128  -1.03
H: 0.790 -1.374 1.557  0.27
O: -4.265 1.693 0.437  -0.96
I: 4.398 1.404 0.838  0.13
P: -0.511 -1.002 -1.805  0.00
H: -0.905 1.869 -0.658  0.30
H: 3.010 -0.841 0.969  0.23
H: 0.892 -3.265 -0.216  0.52
P: -3.221 1.235 -0.647  2.39
C: 1.499 0.697 1.321  -0.44
H: -0.154 -0.202 2.443  0.27
H: -4.221 1.259 1.297  0.52
P: 1.518 -1.841 -1.767  2.12
H: 3.077 -0.096 2.570  0.23
H: 1.356 1.470 2.077  0.24
P: -0.914 -0.329 0.249  1.00
H: -1.235 -2.204 -1.711  0.06

---

11.
Entry from the Open Molecules 2025 dataset: a molecular structure, C4H14InN4O4 in a non-equilibrium geometry (the ωB97M-V functional and the def2-TZVPD basis).

Properties
HOMO (alpha / beta) = -23.90 / -23.94 eV
Charge = +4
Frontier orbital gap (alpha / beta) = 6.20 / 5.08 eV
Expectation value of S² = 1.795
Spin multiplicity = 2
Lowest unoccupied orbital energy (alpha / beta) = -17.71 / -18.86 eV

Last column: Mulliken spin population.
Cartesian coordinates (Å):
H: 20.803 6.690 -22.258  -0.01
N: 24.343 13.446 -24.820  -0.47
N: 22.555 14.388 -23.982  -0.58
C: 20.187 5.701 -23.887  0.10
H: 20.405 4.663 -24.138  0.00
H: 24.327 6.502 -23.043  -0.01
O: 22.570 12.222 -24.191  -0.06
H: 20.595 8.499 -25.244  0.00
H: 25.648 7.522 -24.324  -0.02
In: 20.568 10.528 -23.013  0.00
O: 23.217 9.353 -23.361  -0.04
O: 20.751 5.784 -22.571  0.61
O: 20.845 7.956 -24.492  0.08
H: 20.553 6.398 -25.903  -0.01
C: 23.939 8.389 -23.558  -0.02
C: 23.147 13.280 -24.319  0.05
H: 22.874 15.278 -24.338  0.02
H: 21.987 6.313 -25.050  0.02
H: 19.125 5.943 -23.884  0.06
H: 24.567 14.339 -25.236  0.02
H: 21.610 14.198 -23.682  0.01
N: 25.078 8.342 -24.174  0.69
H: 25.515 9.219 -24.420  -0.02
C: 20.946 6.605 -24.908  0.14
N: 23.688 7.281 -22.981  0.44
H: 22.881 7.195 -22.379  -0.02
H: 25.014 12.694 -24.881  0.02

---

12.
Entry from the Open Molecules 2025 dataset: 2 unconnected molecules or ions with the total composition C4H14N in a non-equilibrium geometry (the ωB97M-V functional and the def2-TZVPD basis).

Properties
HOMO = -14.13 eV
Energy relative to the best compared isomer or geometry (same formula, charge and spin) = 2.700 eV
Charge = +1
Frontier orbital gap = 10.25 eV
Lowest unoccupied orbital energy = -3.88 eV

Last column: natural (NBO) charge in e.
Cartesian coordinates (Å):
H: -1.852 0.504 1.059  0.26
H: -0.623 -0.255 -0.076  0.24
H: -2.575 -1.568 -0.310  0.45
H: 0.765 -1.246 1.678  0.25
H: 1.910 -0.090 -1.616  0.18
H: 2.767 1.132 -2.622  0.23
C: 1.634 1.872 -1.019  -0.59
C: -0.112 -0.575 1.884  -0.70
N: -2.059 -1.684 0.529  -0.65
H: 2.756 1.920 -0.538  0.22
H: 0.998 0.824 -2.919  0.21
H: 0.869 1.764 -0.429  0.16
H: -1.410 -2.441 0.689  0.46
H: -2.725 -1.706 1.190  0.42
H: -0.247 -1.171 2.896  0.25
C: -1.246 -0.395 0.784  -0.25
C: 1.750 0.886 -2.204  -0.61
H: 0.233 0.518 2.086  0.27
H: 1.391 2.869 -1.463  0.21